Entry 1:
Formula: C37H37N5O5PRu
Source: the Open Molecules 2025 dataset
Level of theory: the ωB97M-V functional and the def2-TZVPD basis

Each line ends with the Mulliken spin population.
CARTESIAN COORDINATES (ANGSTROEM)
1 Ru 0.153 1.622 -1.052  1.1019
2 O 2.791 2.695 -4.028  0.0505
3 C 1.835 2.623 -3.261  0.0334
4 N 1.742 1.847 -2.170  0.0264
5 C 2.729 0.781 -1.994  0.0343
6 C 1.892 -0.417 -2.275  0.0127
7 C 2.053 -1.295 -3.305  -0.0135
8 C 1.058 -2.209 -3.679  0.0175
9 C -0.173 -2.094 -3.038  0.0020
10 C -0.372 -1.219 -2.004  -0.0372
11 N 0.682 -0.404 -1.492  -0.0790
12 C 0.586 3.407 -3.473  -0.0027
13 C 0.635 4.648 -4.082  0.0004
14 C -0.540 5.370 -4.198  -0.0009
15 C -1.711 4.802 -3.725  0.0021
16 C -1.661 3.547 -3.145  0.0007
17 N -0.540 2.843 -3.003  0.0012
18 H 3.136 0.817 -0.978  -0.0016
19 H 3.547 0.863 -2.711  -0.0002
20 H 2.971 -1.224 -3.875  -0.0010
21 H 1.211 -2.905 -4.489  0.0024
22 H -1.022 -2.686 -3.359  -0.0004
23 H -1.327 -1.065 -1.526  -0.0089
24 H 1.588 5.019 -4.431  -0.0006
25 H -0.543 6.359 -4.635  -0.0001
26 H -2.652 5.331 -3.781  0.0002
27 H -2.566 3.078 -2.774  -0.0013
28 C 0.752 1.967 2.458  -0.0105
29 O 1.199 0.867 1.696  -0.0051
30 C 0.439 0.596 0.567  -0.1549
31 O -0.911 0.563 0.731  0.0145
32 H 0.734 2.882 1.859  0.0001
33 H 1.448 2.076 3.287  -0.0007
34 H -0.248 1.763 2.861  0.0015
35 O -1.670 5.509 -0.214  0.0017
36 C -1.333 4.399 0.161  0.0017
37 O -0.402 3.652 -0.267  0.0073
38 C -2.124 3.766 1.346  0.0002
39 N -2.554 2.388 0.984  -0.0046
40 C -3.606 2.036 1.960  -0.0003
41 C -4.375 3.339 2.212  0.0001
42 C -3.410 4.465 1.775  -0.0002
43 H -1.438 3.657 2.186  0.0000
44 H -1.703 1.631 0.960  -0.0059
45 H -2.930 2.404 0.035  -0.0008
46 H -3.097 1.684 2.858  -0.0002
47 H -4.228 1.226 1.579  0.0000
48 H -4.671 3.419 3.257  0.0000
49 H -5.289 3.364 1.619  0.0000
50 H -3.212 5.183 2.567  0.0000
51 H -3.805 5.029 0.931  0.0001
52 N 0.940 -0.633 -0.037  0.0031
53 P 0.814 -2.153 0.672  0.0108
54 C 0.951 -1.891 2.444  -0.0033
55 C -0.144 -1.898 3.299  0.0013
56 C 0.040 -1.667 4.655  -0.0009
57 C 1.310 -1.434 5.159  0.0008
58 C 2.407 -1.438 4.303  -0.0005
59 C 2.231 -1.667 2.954  0.0024
60 C -0.689 -3.076 0.320  -0.0001
61 C -1.928 -2.487 0.591  0.0003
62 C -3.096 -3.171 0.310  -0.0015
63 C -3.050 -4.439 -0.256  0.0014
64 C -1.824 -5.011 -0.557  -0.0009
65 C -0.648 -4.336 -0.276  0.0024
66 C 2.232 -3.172 0.257  -0.0007
67 C 2.297 -4.456 0.811  0.0011
68 C 3.419 -5.237 0.614  -0.0002
69 C 4.493 -4.743 -0.120  0.0001
70 C 4.444 -3.457 -0.635  0.0001
71 C 3.322 -2.666 -0.437  -0.0016
72 H -1.136 -2.084 2.916  0.0007
73 H -0.814 -1.673 5.319  -0.0001
74 H 1.449 -1.255 6.216  0.0001
75 H 3.399 -1.257 4.693  0.0000
76 H 3.082 -1.654 2.284  -0.0001
77 H -1.956 -1.470 0.962  -0.0017
78 H -4.053 -2.709 0.518  -0.0001
79 H -3.966 -4.970 -0.480  0.0002
80 H -1.782 -5.985 -1.028  0.0000
81 H 0.299 -4.774 -0.557  0.0004
82 H 1.475 -4.829 1.411  0.0001
83 H 3.464 -6.231 1.040  0.0000
84 H 5.370 -5.357 -0.274  0.0000
85 H 5.285 -3.061 -1.189  0.0001
86 H 3.294 -1.656 -0.823  0.0043

- HOMO level (alpha / beta): -0.1990 / -0.1998 hartree
- E_LUMO (alpha / beta): 0.02 / -0.01 eV
- Net charge: 0
- 2S+1: 2
- Maximum force: 0.0297 Eh/bohr

=====

Entry 2:
Formula: C10H17N4OS2
Source: the Open Molecules 2025 dataset
Level of theory: the ωB97M-V functional and the def2-TZVPD basis

Each line ends with the Mulliken charge.
CARTESIAN COORDINATES (ANGSTROEM)
1 S 0.851 0.162 3.043  -0.2220
2 C 1.447 0.761 1.632  0.0432
3 S 1.045 2.462 1.233  -0.1244
4 C -0.109 2.230 -0.136  -0.9216
5 C -1.345 1.440 0.319  -0.6193
6 C -1.958 0.589 -0.796  -0.1328
7 C -3.098 -0.229 -0.300  0.0753
8 N -3.768 -1.170 -0.939  0.2658
9 N -4.745 -1.742 -0.192  -0.6432
10 C -4.665 -1.127 0.940  -0.0092
11 N -3.669 -0.190 0.913  -0.0105
12 N 2.295 0.067 0.834  0.2129
13 C 2.757 0.652 -0.435  -0.7814
14 C 3.909 -0.152 -1.051  -0.5064
15 O 3.773 -1.557 -0.896  -0.3864
16 C 2.457 -1.935 -0.591  -0.5384
17 C 2.076 -1.399 0.779  -0.5396
18 H 0.340 1.790 -1.030  0.3209
19 H -0.394 3.248 -0.413  0.5273
20 H -2.102 2.153 0.664  0.3348
21 H -1.095 0.803 1.174  0.3218
22 H -1.209 -0.117 -1.175  0.3240
23 H -2.290 1.205 -1.638  0.3587
24 H -3.613 -1.487 -1.887  0.2387
25 H -5.276 -1.309 1.809  0.4352
26 H -3.412 0.424 1.675  0.2171
27 H 1.940 0.695 -1.160  0.2027
28 H 3.126 1.658 -0.243  0.5401
29 H 4.871 0.130 -0.622  0.3451
30 H 3.931 0.094 -2.120  0.2977
31 H 2.416 -3.025 -0.561  0.3957
32 H 1.745 -1.611 -1.367  0.2462
33 H 2.731 -1.879 1.510  0.3017
34 H 1.037 -1.634 1.026  0.4302

- HOMO level: -0.3993 hartree
- E_LUMO: -3.32 eV
- Net charge: +1
- Maximum force: 0.0309 Eh/bohr

=====

Entry 3:
Formula: C33H29BrCl2CsIN5OS
Source: the Open Molecules 2025 dataset
Level of theory: the ωB97M-V functional and the def2-TZVPD basis

Each line ends with the Mulliken charge.
CARTESIAN COORDINATES (ANGSTROEM)
1 Cs 0.770 0.965 0.447  1.1930
2 C 2.362 -4.903 2.749  -0.8679
3 N 2.804 -4.644 1.396  0.1570
4 C 3.530 -5.502 0.602  -0.5257
5 C 3.712 -4.905 -0.579  -0.3467
6 N 3.088 -3.651 -0.530  0.3238
7 C 2.510 -3.485 0.729  -0.1115
8 S 1.640 -2.264 1.426  -0.4614
9 C 3.069 -2.771 -1.652  0.9325
10 C 3.650 -3.198 -2.850  -0.6503
11 C 3.634 -2.349 -3.938  -0.6044
12 C 3.045 -1.103 -3.815  -0.7893
13 C 2.498 -0.780 -2.588  -0.4040
14 N 2.499 -1.586 -1.526  -0.0285
15 H 2.704 -5.896 3.034  0.3153
16 H 1.276 -4.848 2.805  0.3154
17 H 2.769 -4.155 3.427  0.3015
18 H 3.860 -6.464 0.951  0.4225
19 H 4.242 -5.271 -1.434  0.3213
20 H 4.102 -4.170 -2.958  0.2002
21 H 4.076 -2.667 -4.873  0.3960
22 H 3.003 -0.402 -4.636  0.4269
23 H 2.029 0.192 -2.466  0.4561
24 Cl 1.271 6.413 0.516  -0.2608
25 C 2.654 5.417 0.888  0.4775
26 C 3.791 6.030 1.406  -0.6465
27 C 4.917 5.307 1.693  0.6143
28 Cl 6.328 6.131 2.334  -0.3126
29 C 4.941 3.912 1.484  0.3353
30 C 6.063 3.093 1.742  -0.7129
31 C 5.983 1.745 1.540  -0.7041
32 C 4.768 1.195 1.097  -0.3111
33 N 3.726 1.933 0.804  -0.0476
34 C 3.774 3.276 0.975  -0.1469
35 C 2.560 4.034 0.613  -0.1163
36 O 1.562 3.457 0.123  -0.7221
37 H 3.778 7.099 1.574  0.4321
38 H 6.975 3.549 2.101  0.3712
39 H 6.831 1.101 1.736  0.3705
40 H 4.665 0.121 0.961  0.4009
41 C -4.640 -3.363 1.355  -0.8681
42 N -4.296 -2.528 0.230  0.1203
43 C -5.427 -2.062 -0.536  -0.8375
44 C -3.215 -1.570 0.432  -1.3220
45 C -3.400 -0.336 1.310  0.5870
46 C -4.589 -0.096 1.997  -0.2813
47 C -4.727 1.045 2.788  -0.8825
48 C -3.667 1.931 2.876  -0.7290
49 C -2.485 1.667 2.173  0.1902
50 C -2.293 0.538 1.366  -0.0578
51 H -5.208 -4.231 1.005  0.3439
52 H -5.238 -2.869 2.135  0.2884
53 H -3.723 -3.724 1.825  0.2473
54 H -6.009 -2.920 -0.888  0.3318
55 H -5.067 -1.517 -1.411  0.2320
56 H -6.113 -1.396 0.008  0.2852
57 H -2.907 -1.220 -0.560  0.1023
58 H -2.353 -2.123 0.818  0.2874
59 H -5.422 -0.786 1.929  0.1056
60 H -5.652 1.231 3.323  0.3540
61 H -3.755 2.829 3.483  0.3422
62 H -1.699 2.428 2.279  0.1919
63 Br -3.027 2.070 -5.738  -0.2287
64 C -3.693 2.292 -3.977  0.3408
65 C -4.911 2.940 -3.825  -0.3817
66 C -5.443 3.122 -2.556  -0.5338
67 C -4.762 2.659 -1.442  -0.6622
68 C -3.545 2.013 -1.591  0.1875
69 C -3.007 1.831 -2.862  -0.4276
70 I -1.184 0.832 -2.939  0.2533
71 H -5.433 3.295 -4.702  0.3697
72 H -6.394 3.629 -2.446  0.3604
73 H -5.169 2.792 -0.448  0.4451
74 H -3.008 1.642 -0.720  0.2532

- HOMO level: -0.1258 hartree
- E_LUMO: 1.70 eV
- Net charge: -1
- Maximum force: 0.0169 Eh/bohr

=====

Entry 4:
Formula: C5H10NO
Source: the Open Molecules 2025 dataset
Level of theory: the ωB97M-V functional and the def2-TZVPD basis

Each line ends with the Mulliken charge.
CARTESIAN COORDINATES (ANGSTROEM)
1 C -2.601 -1.532 0.308  -0.7273
2 C -1.697 -0.650 -0.124  0.0042
3 C 3.014 0.330 -0.429  -0.4329
4 C 1.782 -0.458 -0.038  -0.3187
5 C -1.668 0.741 0.247  0.4002
6 N -0.741 1.555 -0.086  -0.1937
7 O 1.817 0.922 0.098  -0.4866
8 H -2.697 -2.607 0.270  0.3286
9 H -3.441 -1.137 1.056  0.1856
10 H -0.748 -0.970 -0.618  0.0817
11 H 3.973 0.356 0.122  0.2761
12 H 3.032 0.324 -1.500  0.2593
13 H 1.919 -1.010 0.836  0.2888
14 H -2.430 1.271 0.804  0.3618
15 H -0.896 2.482 0.309  0.2908
16 H 1.154 -0.793 -0.879  0.4022
17 H 0.228 1.176 -0.373  0.2799

- HOMO level: -0.5486 hartree
- E_LUMO: -5.08 eV
- Net charge: +1
- Maximum force: 0.0828 Eh/bohr

=====

Entry 5:
Formula: C5H8N4S
Source: the Open Molecules 2025 dataset
Level of theory: the ωB97M-V functional and the def2-TZVPD basis

Each line ends with the Mulliken charge.
CARTESIAN COORDINATES (ANGSTROEM)
1 C 1.761 -0.491 0.791  0.5554
2 C -2.459 -0.922 1.209  -0.6149
3 C -1.137 -1.046 1.017  -0.3969
4 C 1.382 1.417 -0.524  0.4231
5 C -0.507 -0.210 0.058  -0.1252
6 N 2.619 -1.071 1.279  -0.5301
7 N 1.612 2.617 -0.115  -0.8235
8 N 1.472 1.050 -1.766  -0.2489
9 N 0.798 0.313 0.387  -0.0038
10 S -0.769 -1.171 -1.637  -0.2907
11 H -3.008 -1.666 1.906  0.2314
12 H -3.104 -0.055 0.952  0.2527
13 H -0.689 -1.989 1.352  0.3244
14 H -1.255 0.554 -0.203  0.3575
15 H 1.802 2.733 0.847  0.2414
16 H 1.887 1.850 -2.320  0.3070
17 H 1.127 0.200 -2.132  0.1555
18 H -1.532 -2.112 -1.102  0.1857

- HOMO level: -0.3559 hartree
- E_LUMO: 0.30 eV
- Net charge: 0
- Maximum force: 0.0867 Eh/bohr

=====

Entry 6:
Formula: C4H12
Source: the Open Molecules 2025 dataset
Level of theory: the ωB97M-V functional and the def2-TZVPD basis

Each line ends with the Mulliken charge.
CARTESIAN COORDINATES (ANGSTROEM)
1 C -0.453 -0.009 2.090  -0.9232
2 C 0.415 1.016 1.341  -0.4061
3 H -1.331 0.395 2.595  0.2585
4 H -0.668 -0.989 1.680  0.2985
5 H 0.094 -0.154 3.040  0.2845
6 H 0.214 2.009 1.717  0.3325
7 H 1.465 0.747 1.432  0.2480
8 H 0.124 1.019 0.288  -0.1362
9 C -0.336 -1.121 -1.595  -0.5000
10 C 0.376 0.219 -1.901  -0.9904
11 H -0.675 -1.088 -0.560  0.0008
12 H -1.162 -1.289 -2.293  0.2975
13 H 0.242 -2.041 -1.685  0.2948
14 H 1.215 0.194 -1.217  0.3176
15 H 0.811 0.071 -2.897  0.3477
16 H -0.332 1.022 -2.034  0.2754

- HOMO level: -0.4115 hartree
- E_LUMO: 1.19 eV
- Net charge: 0
- Maximum force: 0.0651 Eh/bohr

=====

Question: What is the formula in the first record?
Answer: C37H37N5O5PRu